No. 1
Formula: C2H3NO3
Source: the Open Molecules 2025 dataset
Level of theory: wB97M-V/def2-TZVPD

For the HOMO energy, the calculation gives -8.95 eV. For the total energy, the calculation gives -358.32531 Ha. The orbital gap is 8.73 eV. The relative energy (zero: lowest compared OMol25 entry of this formula, charge and spin) comes out at 536.6 kJ/mol.

CARTESIAN COORDINATES (ANGSTROEM)
C -1.109210 0.073775 1.452796
C 0.862476 -0.217137 -0.424576
N -0.398171 -0.299773 -0.509221
O 1.635098 0.115094 0.577676
O 1.715217 -0.471527 -1.473258
O -2.309317 0.211332 1.130593
H 0.948413 0.393119 1.220143
H 1.343952 -0.017380 -2.232115
H -2.688460 0.212498 0.257960

Atoms 1-6, force components in eV/Å:
0.3 -0.4 -4.2
0.1 -0.6 -2.1
-0.8 0.7 3.1
-0.6 0.7 2.0
-0.4 0.2 -0.1
0.1 0.2 2.7

These are the natural (NBO) partial charges, in e, on atoms 1 to 5: number 1, C, carries 0.48; number 2, C, carries 0.73; number 3, N, carries -0.72; number 4, O, carries -0.66; number 5, O, carries -0.70

=====

No. 2
Formula: C2H3NO3
Source: the Open Molecules 2025 dataset
Level of theory: wB97M-V/def2-TZVPD

For the HOMO energy (alpha / beta), the calculation gives -8.94 / -8.94 eV. For the total energy, the calculation gives -358.28669 Ha. The orbital gap (alpha / beta) is 7.82 / 7.82 eV. The relative energy (zero: lowest compared OMol25 entry of this formula, charge and spin) comes out at 637.9 kJ/mol. Its SMILES is O=CCON=O.

CARTESIAN COORDINATES (ANGSTROEM)
O -0.925440 1.304497 -0.781258
C -0.964694 0.291227 -0.159652
C 0.033835 -1.040069 -0.299759
O 1.108896 -0.240903 -0.139719
N 1.131358 0.987812 1.047067
O 1.635941 1.969987 0.687079
H -1.809027 -0.100730 0.413073
H -0.144532 -1.721612 0.540776
H -0.066339 -1.450208 -1.307607

Atoms 1-6, force components in eV/Å:
0.5 0.1 0.5
-2.1 -4.3 -1.7
-2.5 3.9 1.0
5.2 1.5 0.1
0.9 2.0 -1.1
-1.3 -3.9 0.5

These are the natural (NBO) partial charges, in e, on atoms 1 to 5: number 1, O, carries -0.50; number 2, C, carries 0.43; number 3, C, carries -0.17; number 4, O, carries -0.55; number 5, N, carries 0.44

=====

No. 3
Formula: C2H3NO3
Source: the Open Molecules 2025 dataset
Level of theory: wB97M-V/def2-TZVPD

For the HOMO energy (alpha / beta), the calculation gives -7.61 / -11.08 eV. For the total energy, the calculation gives -358.10169 Ha. As for the multiplicity: 3. The orbital gap (alpha / beta) is 8.38 / 7.19 eV. The relative energy (zero: lowest compared OMol25 entry of this formula, charge and spin) comes out at 766.2 kJ/mol.

CARTESIAN COORDINATES (ANGSTROEM)
C -0.198983 1.159483 1.322523
C 0.322101 0.104997 1.684264
N 0.363818 -0.645570 -1.415253
O -0.956507 -0.177704 -1.353391
O 1.103285 -0.000483 -2.084430
O 0.556117 -1.629264 -0.727305
H -0.295753 2.188765 1.097146
H -1.355352 -0.084540 -0.485562
H 0.461274 -0.915684 1.962008

Atoms 1-6, force components in eV/Å:
2.1 -2.3 1.2
-2.1 2.0 -0.8
-7.1 1.9 0.3
-0.3 -0.2 -1.8
4.5 2.5 -2.5
2.1 -4.3 2.7

These are the natural (NBO) partial charges, in e, on atoms 1 to 5: number 1, C, carries -0.27; number 2, C, carries -0.22; number 3, N, carries 0.48; number 4, O, carries -0.58; number 5, O, carries -0.25